9
Properties=species:S:1:pos:R:3:nbo_charge:R:1 method="wB97M-V/def2-TZVPD" orbital_gap_ev=7.55 relative_energy_ev=0.652 e_homo_ev=-3.704 charge=-1 smiles="O=C([O-])[SiH](O)O" total_energy_ha=-630.5082
C -1.2276 -0.0873 0.8337 0.43
O -1.4345 0.3451 1.9770 -0.75
O -1.8017 -1.0220 0.2197 -0.79
O 1.7597 0.4865 0.5693 -1.11
O 0.3201 -0.7568 -1.4243 -1.11
Si 0.3134 0.4137 -0.2756 1.65
H 2.0744 -0.3087 1.0401 0.49
H -0.5297 -0.8243 -1.7669 0.49
H 0.5258 1.7539 -1.1730 -0.30

28
Properties=species:S:1:pos:R:3:nbo_charge:R:1 method="wB97M-V/def2-TZVPD" orbital_gap_ev=8.28 relative_energy_ev=3.105 e_homo_ev=-7.867 total_energy_ha=-1029.4928
C 0.1098 -0.8324 -2.8507 0.80
C 1.3625 1.4426 0.1230 -0.46
C -0.4680 1.0240 1.5887 -0.44
C 1.6508 0.1083 2.1570 -0.43
C -1.1532 -1.3061 -2.1181 -0.61
C 0.4566 -0.8340 0.2634 0.04
C -1.3979 -0.3196 -0.9271 0.42
N 0.7729 0.4821 0.9945 -0.29
O 0.3388 0.4670 -2.9193 -0.70
O 0.8462 -1.6746 -3.3331 -0.60
O -0.0418 -1.7666 1.2248 -0.79
O -1.3025 0.9174 -1.0324 -0.80
S -2.7713 -0.9582 0.1544 -0.08
H 2.2013 1.0918 -0.5822 0.25
H 0.5235 1.7990 -0.5746 0.27
H 1.8611 2.3595 0.6111 0.22
H -1.0572 0.2923 1.9979 0.23
H -0.2133 1.6344 2.4593 0.20
H -1.1220 1.6021 0.8402 0.27
H 1.8900 1.0145 2.7733 0.21
H 1.0494 -0.6486 2.8161 0.26
H 2.6163 -0.2852 1.7613 0.23
H -2.0097 -1.3216 -2.6565 0.23
H -1.0339 -2.3544 -1.7657 0.25
H 1.3336 -1.2381 -0.0928 0.16
H -1.0154 -1.9898 1.0535 0.49
H -0.3898 1.0633 -2.4729 0.52
H -3.0365 0.2308 0.5071 0.13

97
Properties=species:S:1:pos:R:3:mulliken_charge:R:1 method="wB97M-V/def2-TZVPD" orbital_gap_ev=1.37 relative_energy_ev=0.000 e_homo_ev=2.096 charge=-4 total_energy_ha=-4568.7635
Hg 0.7403 -0.3720 0.3372 0.03
C 4.5144 1.4954 7.5187 -0.69
C 3.6322 2.0984 8.5739 0.46
C 2.2090 2.6362 8.1122 0.47
O 1.3863 2.9919 8.9734 -0.68
C 1.7809 2.4475 6.7456 -0.38
C 2.6564 1.8964 5.8377 0.42
C 4.0378 1.3960 6.2251 0.33
O 4.7203 0.6149 5.4406 -0.63
O 2.1650 1.8923 4.6277 -0.63
O 3.8763 2.3465 9.8113 -0.71
H 5.4617 1.1243 7.8810 0.42
H 0.8218 2.8610 6.4708 0.42
C -1.6188 -4.8921 4.6106 -0.65
C -0.7064 -4.0256 3.7780 0.47
C 0.8288 -4.5171 3.6934 0.37
O 1.6349 -3.8567 3.0620 -0.59
C 1.1222 -5.8729 4.0352 -0.44
C 0.1527 -6.6761 4.6374 0.48
C -1.1845 -6.1343 5.0221 0.36
O -1.9188 -6.6537 5.9348 -0.75
O 0.5807 -7.9026 4.7828 -0.76
O -0.9949 -3.0227 3.0881 -0.66
H -2.6155 -4.5521 4.8502 0.40
H 2.0704 -6.2524 3.6840 0.40
C 5.6553 2.9784 -1.2162 -0.61
C 5.9540 1.6198 -0.7996 0.35
C 7.4764 1.1879 -0.6639 0.46
O 7.7111 0.0145 -0.3025 -0.68
C 8.4960 2.2283 -0.8229 -0.56
C 8.1326 3.5281 -1.0352 0.40
C 6.6540 3.8895 -1.3120 0.51
O 6.3687 5.0872 -1.7301 -0.76
O 9.0928 4.4136 -1.1660 -0.78
O 5.1274 0.6785 -0.7585 -0.62
H 4.6621 3.2537 -1.5389 0.46
H 9.5273 1.9089 -0.7934 0.40
C -0.7860 7.5211 2.7193 -0.58
C 0.3157 8.1237 1.8810 -0.59
C 0.9573 6.8454 1.1870 -0.83
S -0.5193 5.9967 0.4556 0.98
O -0.3211 4.5553 0.3830 -0.55
O -0.7964 6.8442 -0.7664 -0.66
C -1.5434 6.4658 1.9618 -0.59
H -1.4032 8.2680 3.2185 0.33
H -0.1700 7.0537 3.4876 0.29
H 1.1804 8.5324 2.4038 0.33
H 0.0119 8.8576 1.1345 0.31
H 1.2798 6.1159 1.9300 0.39
H 1.7542 7.0903 0.4847 0.44
H -1.7121 5.5672 2.5553 0.34
H -2.5732 6.7195 1.7103 0.37
C -7.0379 1.5621 -0.5083 -0.66
C -7.5358 0.1415 -0.0104 -0.59
C -6.3733 -0.7900 -0.0264 -0.67
S -5.3382 -0.1327 -1.5122 0.98
O -5.5135 -1.1552 -2.5739 -0.67
O -3.9996 0.1507 -1.0465 -0.54
C -6.3847 1.3416 -1.8603 -0.63
H -6.3457 2.0540 0.1750 0.33
H -7.8057 2.3211 -0.6588 0.34
H -8.3469 -0.2767 -0.6066 0.29
H -8.1104 0.3530 0.8914 0.34
H -6.6446 -1.8451 0.0086 0.38
H -5.7690 -0.6130 0.8633 0.38
H -7.1110 1.0479 -2.6183 0.31
H -5.7147 2.1170 -2.2316 0.40
C 1.1280 1.1758 -8.5495 -0.78
C -0.2226 0.3478 -8.6678 -0.54
C -0.4555 -0.1713 -7.2548 -0.82
S 0.0568 1.1700 -6.1004 1.06
O 0.6948 0.6367 -4.9364 -0.58
O -1.0925 2.1108 -6.0339 -0.67
C 1.1687 1.9560 -7.2829 -0.47
H 1.3904 1.6203 -9.5096 0.39
H 1.9708 0.4860 -8.5055 0.30
H -0.1390 -0.5572 -9.2694 0.31
H -1.0926 0.8998 -9.0234 0.30
H 0.2596 -0.9559 -7.0077 0.35
H -1.4452 -0.4837 -6.9216 0.46
H 2.2230 1.8134 -7.0456 0.29
H 0.9917 3.0315 -7.2889 0.39
C -1.2888 -8.8816 -1.6884 -0.57
C -2.5803 -8.2431 -1.0435 -0.64
C -2.6710 -6.8410 -1.6714 -0.65
S -0.9935 -6.3131 -2.3500 1.00
O -0.4946 -5.1201 -1.6121 -0.57
O -1.1698 -6.2645 -3.7794 -0.65
C -0.2048 -7.8100 -1.7096 -0.73
H -1.5437 -9.1707 -2.7080 0.28
H -0.8665 -9.7782 -1.2347 0.35
H -2.5041 -8.1394 0.0388 0.34
H -3.4588 -8.8244 -1.3236 0.29
H -2.9638 -6.0515 -0.9791 0.38
H -3.3546 -6.9429 -2.5143 0.32
H -0.0443 -7.4503 -0.6932 0.35
H 0.8479 -7.9417 -1.9595 0.48

20
Properties=species:S:1:pos:R:3:nbo_charge:R:1 method="wB97M-V/def2-TZVPD" orbital_gap_ev=9.27 relative_energy_ev=0.777 e_homo_ev=-9.919 total_energy_ha=-1612.5530
C -1.0085 0.1357 0.8384 0.17
C -1.6218 -0.7302 0.0706 -0.07
C -0.9873 -1.5289 -1.0023 -0.69
C 1.5903 -1.1906 0.2596 -0.23
C -0.4714 1.0070 1.6190 -0.42
N -3.0427 -0.9736 0.3219 0.54
N 1.9191 -0.2236 -0.5295 0.36
O -3.5761 -0.2958 1.1653 -0.36
O -3.5817 -1.8231 -0.3450 -0.37
O 1.4311 0.0048 -1.6365 -0.49
O 2.8713 0.6751 -0.0851 -0.52
O 1.0405 -3.2621 -1.2780 -0.89
O -0.0293 -3.1014 0.9332 -0.91
S 0.3925 -2.4780 -0.2789 2.17
Cl 2.3138 -1.3857 1.7681 0.12
H -1.6956 -2.2611 -1.3971 0.30
H -0.5517 -0.9361 -1.8025 0.29
H -0.0060 0.7281 2.5513 0.25
H -0.4500 2.0561 1.3659 0.24
H 3.0319 1.3017 -0.8155 0.51

21
Properties=species:S:1:pos:R:3:nbo_charge:R:1 method="wB97M-V/def2-TZVPD" orbital_gap_ev="6.07 / 5.48" relative_energy_ev=0.000 e_homo_ev="-11.258 / -10.729" charge=+1 total_energy_ha=-914.7156
O -0.9710 -3.9974 -3.7581 -0.36
C -0.4638 -3.2458 -3.0446 0.28
Pb -0.0426 -1.7333 -1.5514 0.74
O -3.3487 -1.6372 -2.1655 -0.39
C -2.3548 -1.2963 -1.7037 0.35
C 2.4862 -0.7813 -0.4503 0.31
O 2.9643 -0.0314 0.3022 -0.39
C 0.3055 0.7440 -2.5882 0.53
O 0.4907 1.7665 -3.0845 -0.40
C -0.3005 -2.4431 0.8622 0.52
O -0.3996 -2.8912 1.9201 -0.38
H 2.5581 -1.6364 -1.1792 0.16
C 0.6435 2.5114 2.1559 -0.63
C -0.4064 1.4478 1.9123 -0.07
O -0.6949 1.3517 0.4916 -0.75
H 1.5189 2.3895 1.5058 0.22
H 0.9260 2.5849 3.2203 0.23
H 0.1533 3.4570 1.8875 0.22
H -0.0744 0.4686 2.2706 0.15
H -1.2965 1.6785 2.5214 0.18
H -1.6933 1.2934 0.4756 0.48

22
Properties=species:S:1:pos:R:3:nbo_charge:R:1 method="wB97M-V/def2-TZVPD" orbital_gap_ev=9.09 relative_energy_ev=1.600 e_homo_ev=-12.053 charge=+1 total_energy_ha=-1161.1698
N -0.2006 0.2648 -0.6174 -0.71
C -0.5613 -1.0126 0.0658 -0.26
C -1.9606 -1.4781 -0.0360 -0.59
S -2.9977 -0.2438 0.8119 0.08
S -2.9988 -0.7277 2.7880 -0.13
H 0.7594 0.3415 -1.0922 0.48
H -0.2508 1.0470 0.0876 0.46
H -0.7647 0.5651 -1.4026 0.46
H -0.2375 -1.0094 1.1380 0.24
H 0.1708 -1.9589 -0.3714 0.24
H -2.3210 -1.5087 -1.0993 0.25
H -2.0185 -2.5944 0.3492 0.28
H -4.4416 -0.8135 2.8867 0.19
H 3.0009 0.4242 -1.3777 0.48
H 3.4637 -0.7600 -0.4906 0.51
O 2.7501 -0.5126 -1.1186 -0.98
H 3.2587 -0.1632 2.2557 0.49
H 4.3136 0.9712 1.7738 0.50
O 3.5727 0.3509 1.5237 -0.98
H -0.7277 2.7983 -2.7220 0.48
H -1.0462 3.4090 -1.5346 0.48
O -0.7630 2.6107 -1.8181 -0.96